ORCA calculation (ωB97M-V/def2-TZVPD) on a molecular structure, C24H16BrCl5HfNP.

Geometry as XYZ:
```
49
Properties=species:S:1:pos:R:3:forces:R:3
Hf 0.52547 0.53172 0.10946 0.0385 0.4581 -0.1333
Cl -0.06176 -0.00088 -2.48301 -0.0471 -0.1015 0.0373
C -1.44891 0.98840 -1.92654 0.0698 -0.2556 -0.1046
C -1.42529 1.20482 -0.56847 -0.0550 -0.0136 0.1304
C -2.48683 1.92148 -0.03084 0.0947 0.0290 -0.0758
Cl -2.46160 2.22876 1.66675 -0.0293 0.0335 0.0019
C -3.51531 2.39094 -0.84076 -0.0526 0.0241 0.0092
Cl -4.81332 3.26546 -0.16532 0.0069 -0.0047 -0.0015
C -3.47581 2.14342 -2.22702 0.0087 -0.0137 -0.0398
Cl -4.72369 2.71511 -3.22628 0.0108 -0.0016 0.0149
C -2.41730 1.42168 -2.80558 -0.0601 0.0526 0.1306
Cl -2.33635 1.09076 -4.47126 0.0160 -0.0159 -0.0330
N 1.71284 -1.42164 0.08584 0.0049 -0.0900 -0.0815
C 2.20437 -1.97466 1.37470 0.0188 -0.0553 0.0139
C 3.23070 -2.90330 1.32272 -0.0047 -0.0032 0.0144
C 3.70475 -3.46134 2.49935 0.0353 -0.0289 -0.0302
C 3.15009 -3.10225 3.72050 -0.0144 0.0051 0.0319
C 2.12674 -2.17358 3.76584 0.0181 0.0313 -0.0046
C 1.64934 -1.58416 2.59340 0.0431 -0.0548 -0.0197
P 0.32842 -0.36009 2.63198 -0.1940 0.0806 -0.2770
C -1.12878 -1.14674 3.31802 0.0032 -0.0092 0.0545
C -2.05316 -0.39570 4.04364 0.0112 0.0105 -0.0148
C -3.19662 -1.00804 4.53140 0.0018 0.0200 -0.0018
C -3.42114 -2.35631 4.29028 0.0054 -0.0136 -0.0077
C -2.50218 -3.10401 3.56403 -0.0216 0.0107 0.0076
C -1.35404 -2.50374 3.07633 0.0176 -0.0007 -0.0062
C 0.77623 1.11505 3.54105 0.1376 0.0659 -0.1028
C 0.91187 1.19839 4.92670 -0.0176 -0.0819 -0.0414
C 1.32376 2.38726 5.50360 0.0174 0.0678 -0.0083
C 1.60884 3.49592 4.71104 -0.0014 -0.0320 0.0313
C 1.47264 3.43155 3.33138 -0.0465 -0.0886 0.0934
C 1.04994 2.24112 2.76098 0.0094 0.1983 0.0639
H 2.54265 -1.14219 -0.44705 -0.0121 -0.1063 -0.0640
H 1.29033 -2.17163 -0.46529 0.0087 -0.0684 0.0829
H 3.65712 -3.19837 0.37133 0.0018 -0.0017 -0.0032
H 4.50648 -4.18611 2.46179 -0.0001 0.0004 -0.0151
H 3.51711 -3.55011 4.63357 -0.0068 0.0081 0.0061
H 1.68671 -1.90237 4.71753 0.0129 0.0058 0.0011
H -1.87789 0.65507 4.23593 -0.0057 -0.0036 0.0144
H -3.91104 -0.43212 5.10353 0.0009 -0.0001 0.0023
H -4.31414 -2.82950 4.67562 0.0005 -0.0029 0.0001
H -2.67758 -4.15611 3.38643 0.0032 -0.0022 -0.0011
H -0.63040 -3.09757 2.52991 0.0014 0.0005 0.0071
H 0.68610 0.34246 5.55087 0.0029 0.0036 0.0035
H 1.42601 2.45578 6.57799 -0.0018 -0.0078 0.0007
H 1.93294 4.41665 5.17708 0.0003 0.0050 -0.0109
H 1.68150 4.29313 2.71270 0.0011 0.0076 0.0035
H 0.94749 2.28292 1.66510 -0.0905 -0.1162 0.2421
Br 2.34987 1.98280 -0.66860 0.0584 0.0556 0.0794
```
Forces are in eV/Å.

charge: +2
relative energy (zero: lowest compared OMol25 entry of this formula, charge and spin): 10.7 kcal/mol
HOMO-LUMO gap: 7.5 eV

ORCA calculation (ωB97M-V/def2-TZVPD) on 8 unconnected molecules or ions with the total composition C24H16Cl28F16NO4S.

Geometry as XYZ:
```
90
Properties=species:S:1:pos:R:3:forces:R:3
C -0.57113 -0.76864 6.51628 -1.0486 0.1877 -0.0896
C -0.42163 -0.31710 4.94467 6.2763 0.5343 -2.4391
O 0.83638 -0.16587 4.44559 -8.4148 -1.0231 2.9078
O -1.52818 -0.02758 4.01935 1.5504 -2.1183 1.5436
C -2.36839 -1.21181 3.77154 -1.2224 -0.8009 1.1279
C -1.67380 -2.37463 2.84785 0.6158 0.5456 -0.4238
C -1.61482 -1.97499 1.22489 -0.4679 0.0603 -1.5132
N -0.32528 -1.24270 0.81136 -3.5683 -1.1313 -3.5845
C -0.04535 -0.82528 -0.63823 -1.8872 -1.2135 -0.6657
C 1.43264 -0.09243 -0.87565 -1.4898 0.2591 1.0442
C 1.94580 -0.05491 -2.40692 -0.1578 1.1333 -0.1167
C 2.79346 -1.29031 -2.99388 -0.8635 1.3180 -3.4101
F 3.99440 -0.70773 -3.70349 -3.3968 -2.2934 2.5809
F 1.97056 -1.85840 -4.13271 2.3334 1.2941 3.4147
C 3.15410 -2.55236 -2.05526 -2.0520 -4.4534 -2.9703
F 3.52826 -3.66260 -3.01882 -1.1930 3.8722 3.1156
F 1.99415 -3.14933 -1.30036 3.5636 2.6165 -2.5974
S 4.60899 -2.40486 -0.90551 4.7177 -2.7112 3.2694
F 3.59286 -2.58092 0.50757 1.8651 1.1517 -2.8632
F 4.69402 -4.15251 -0.90714 -0.1543 3.7656 0.3100
F 5.78122 -2.45836 -2.18436 -3.0871 0.8076 2.6216
F 4.58799 -0.70351 -0.83607 -0.3704 -3.3787 -0.3885
F 5.94296 -2.36677 0.18817 -3.0049 -0.0766 -2.4338
C -1.10765 -1.12214 -1.84755 -1.0163 -1.6633 5.2574
C -2.51706 -1.91321 -1.42950 2.0227 0.9716 1.7320
C -3.52855 -2.23280 -2.69458 0.1252 -1.1056 0.1207
O -4.40301 -1.09344 -3.06407 2.6240 -3.9551 -3.6099
O -4.68206 -0.36910 -2.00769 -1.1098 4.3962 3.6982
C -2.83009 -2.35717 0.15155 4.0325 2.9675 -1.4210
C -4.19559 -3.13899 0.59163 -1.0200 -0.0251 0.2016
F -4.66272 -2.82093 1.99346 1.8162 -1.0171 -4.2830
F -5.38268 -2.90118 -0.25923 4.0735 -0.5511 2.5055
C -3.85068 -4.76866 0.48847 1.2519 -1.3146 -0.8684
F -3.70347 -5.19402 -0.94382 -0.5594 1.7260 4.6761
F -2.52454 -5.08274 1.13390 -4.4378 1.1920 -1.8924
C -5.00528 -5.72561 1.15180 -1.6551 -3.8758 0.5694
F -4.59940 -7.14497 0.82967 -1.3857 4.9445 1.1669
F -6.36377 -5.55806 0.52926 5.1117 -0.1854 2.4565
F -5.09685 -5.66213 2.63133 0.2898 0.1931 -5.4191
H -1.59046 -0.34315 6.96333 2.2842 -0.8815 -1.0143
H -0.59842 -1.94928 6.65233 0.1321 2.5446 -0.6136
H 0.34730 -0.34890 7.11897 -1.8730 -0.7869 -1.5332
H -3.42661 -0.87798 3.34471 2.5791 -0.4764 0.7452
H -2.59365 -1.69697 4.83440 0.4372 0.7471 -2.3129
H -2.26759 -3.37229 3.04708 1.2269 2.0634 -0.8081
H -0.54273 -2.51898 3.20143 -2.4765 0.2633 -0.8098
H 0.40211 -1.01597 1.55510 -1.3396 -0.3999 -1.0923
H 1.25952 1.03768 -0.53044 0.3746 -2.4119 -0.8163
H 2.14993 -0.55950 -0.08123 -1.1332 0.7890 -1.6690
H 1.01469 0.15038 -3.12587 2.3567 -0.8367 1.6220
H 2.61628 0.92754 -2.52362 -1.3032 -2.3653 0.2906
H -0.91539 -0.84785 -2.96849 -0.3245 -0.5960 2.5433
H -4.21099 -3.19554 -2.51451 1.5791 2.2156 0.0509
H -2.86131 -2.49076 -3.62760 -1.2867 0.7772 1.8027
H -4.63007 0.59176 -2.33267 -0.0485 -1.9179 0.4494
C 7.78937 -0.01488 2.13649 0.1189 -0.0827 -0.0141
Cl 8.34415 -0.12280 0.44685 -0.1326 0.0537 0.4046
Cl 8.32522 -1.45960 3.03103 -0.1682 0.3888 -0.2481
Cl 8.47754 1.44281 2.89563 -0.1958 -0.3474 -0.1913
Cl 6.01057 0.08016 2.17262 0.3697 0.0768 0.0763
C 3.52410 2.48331 4.60417 0.1100 -0.0039 0.0846
Cl 3.35334 1.55459 6.11501 0.0650 0.2483 -0.3814
Cl 2.50748 3.94421 4.68684 0.2103 -0.3573 -0.0833
Cl 5.22803 2.95703 4.38754 -0.4351 -0.1461 0.1265
Cl 3.00765 1.47753 3.22717 0.3198 0.0637 0.5651
C 1.92965 2.96802 -5.54519 0.2022 0.2102 -0.4565
Cl 0.73894 2.18315 -4.47724 -0.0281 0.3970 -0.2760
Cl 2.21616 1.94017 -6.97207 -0.1026 0.2739 0.4919
Cl 1.30383 4.55158 -6.07001 0.1645 -0.5068 0.2255
Cl 3.45970 3.19733 -4.66156 -0.3602 -0.1135 -0.1778
C 2.80815 4.19398 0.35676 0.3314 0.2524 0.1327
Cl 2.42895 5.88512 0.76976 0.0677 -0.6648 -0.1667
Cl 1.52042 3.12865 0.97431 0.0375 0.4721 -0.3503
Cl 2.92011 4.02567 -1.41352 -0.0964 -0.0428 0.3206
Cl 4.36316 3.73635 1.09634 -0.4182 0.1708 -0.3370
C -6.47386 -0.37920 -6.06350 -0.1872 -0.0765 -0.0521
Cl -5.31219 -1.73006 -6.06382 -0.2475 0.2483 -0.1170
Cl -7.11667 -0.14820 -7.70909 0.2251 -0.0562 0.5041
Cl -7.81397 -0.74853 -4.94886 0.3900 0.1011 -0.2685
Cl -5.65277 1.11008 -5.53217 -0.1290 -0.2577 -0.0867
C -2.70820 3.25841 0.60226 -0.0164 0.4237 0.0852
Cl -3.32531 1.87231 -0.33166 0.1943 0.0711 0.2296
Cl -4.07528 4.14410 1.32421 0.4246 -0.3153 -0.2249
Cl -1.63170 2.67151 1.89509 -0.3673 -0.0209 -0.2529
Cl -1.80041 4.34581 -0.47846 -0.2084 -0.3162 0.2535
C 0.72907 9.59796 -0.00829 -0.0528 0.1800 -0.0624
Cl 0.11196 8.21186 -0.94222 0.1223 0.2815 0.1865
Cl -0.63800 10.48365 0.71366 0.3800 -0.2649 -0.1860
Cl 1.80557 9.01105 1.28454 -0.2344 0.2166 -0.2271
Cl 1.63686 10.68536 -1.08901 -0.2444 -0.3283 0.3085
```
Forces are in eV/Å.

charge: +1
HOMO-LUMO gap: 7.4 eV

ORCA calculation (ωB97M-V/def2-TZVPD) on a molecular structure, C24H16Cl2N6O3V.

Geometry as XYZ:
```
52
Properties=species:S:1:pos:R:3:forces:R:3
V -0.36412 0.71094 0.13616 0.2174 0.0760 1.4601
Cl -3.41902 6.55254 -1.52054 -0.2487 0.1023 -0.0967
C -2.24262 5.39444 -1.02464 0.4614 -0.0084 0.1264
C -2.60162 4.05724 -0.95984 0.0180 -0.1113 0.0200
C -1.66722 3.11584 -0.53824 0.3288 1.2383 -0.1126
N -1.87122 1.75944 -0.35824 -1.9437 0.3844 -0.6523
C -3.11652 1.24174 -0.40254 -0.1070 0.4222 -0.1170
O -4.16112 1.76354 -0.77564 0.0836 -0.2828 0.0313
C -3.13832 -0.12176 0.19576 -0.4782 -0.2930 0.1666
C -4.33992 -0.81576 0.28176 0.2012 -0.0143 -0.0112
C -4.36062 -2.03136 0.93486 0.3530 0.1306 0.0241
C -3.17562 -2.48016 1.51026 -0.0270 0.0085 -0.0701
C -2.02452 -1.72126 1.38516 -0.0577 -0.2526 0.0826
N -1.98712 -0.56066 0.72146 -0.8000 -0.1053 0.3937
C -0.36352 3.52194 -0.17214 -0.8595 0.9509 -0.3514
C -0.01262 4.86824 -0.26704 0.0494 -0.2348 0.0744
C -0.95262 5.79744 -0.68754 -0.4165 -0.2797 -0.0975
Cl -0.52642 7.46614 -0.76284 0.2275 0.1880 0.0114
N 0.44068 2.46924 0.21706 1.1525 1.0812 0.2002
C 1.64858 2.68694 0.77936 -0.1075 0.5224 0.2592
O 2.06298 3.71264 1.30456 0.1118 -0.2292 -0.0510
C 2.57428 1.51124 0.64576 0.4574 0.0237 -0.0323
C 3.71128 1.40774 1.44496 -0.1253 -0.0655 -0.0743
C 4.64318 0.43414 1.13946 -0.1948 -0.0099 -0.0651
C 4.40798 -0.39246 0.04866 -0.1537 0.0412 -0.0832
C 3.23348 -0.22946 -0.66914 0.4284 -0.0369 0.0022
N 2.32918 0.69704 -0.37924 0.2267 0.3737 0.0573
H -3.60582 3.75334 -1.21054 0.1210 0.0792 -0.0310
H -5.21732 -0.36236 -0.15264 -0.0163 0.0279 -0.0755
H -5.26752 -2.61056 1.00446 -0.0952 -0.0611 0.0552
H -3.14522 -3.41646 2.04496 0.0690 -0.0538 0.0797
H -1.09542 -2.07046 1.82666 -0.1213 0.0721 -0.0584
H 0.97918 5.19324 0.00466 -0.0636 0.0298 0.0342
H 3.84138 2.10044 2.26046 0.0211 0.1116 0.0388
H 5.54448 0.32954 1.72096 0.1186 -0.0193 0.1062
H 5.11858 -1.14636 -0.24634 0.1112 -0.1031 -0.0419
H 3.02778 -0.84786 -1.53404 -0.0673 -0.1305 -0.0216
N 1.31528 -5.89356 -1.32814 -0.0311 -0.0166 -0.1600
C 1.66748 -5.05376 -0.32464 0.1245 -0.6478 -0.0593
O 2.33128 -5.43776 0.62046 0.0150 0.1668 -0.0287
C 1.19098 -3.65216 -0.41584 -0.2263 1.2160 0.3111
C 0.43238 -3.08176 -1.44724 0.3356 -0.3442 0.3521
C 0.00638 -1.77576 -1.33414 -0.2276 0.1086 -0.3861
N 0.27978 -0.99476 -0.27664 1.1417 -3.2217 -1.2794
C 1.04408 -1.52476 0.69946 -0.0398 -0.0810 0.3744
C 1.50708 -2.81376 0.66726 -0.0389 -0.4927 -0.3274
H 1.65158 -6.83896 -1.28074 -0.0080 -0.0395 0.0328
H 0.73328 -5.63076 -2.10004 0.0116 0.0439 0.0070
H 0.17618 -3.63426 -2.33874 -0.0924 0.0146 -0.0611
H -0.59422 -1.30736 -2.11254 0.1111 -0.1536 0.1246
H 1.24688 -0.87666 1.55716 0.0365 -0.1738 -0.1685
H 2.10458 -3.22196 1.46816 0.0139 0.0489 0.0882
```
Forces are in eV/Å.

relative energy (zero: lowest compared OMol25 entry of this formula, charge and spin): 59.3 kcal/mol
HOMO-LUMO gap (alpha / beta): 5.6 / 5.9 eV
multiplicity: 4

ORCA calculation (ωB97M-V/def2-TZVPD) on a molecular structure, C24H16F3ReS2Sb2Se4.

Geometry as XYZ:
```
52
Properties=species:S:1:pos:R:3:forces:R:3
Re 3.00203 -1.65991 -0.75714 -0.3462 -0.7080 0.3613
S 1.67918 0.23308 -1.35411 0.4474 0.2217 -0.4178
C 0.54316 -0.37525 -2.58597 -0.1101 0.1028 0.0323
C -0.11299 0.51616 -3.42901 0.0637 -0.0372 0.0257
C -1.00798 0.01440 -4.36098 0.0079 -0.0471 0.0176
C -1.22810 -1.35857 -4.43658 0.0540 0.0082 0.0189
C -0.52981 -2.23719 -3.61800 -0.0381 -0.0577 0.0155
C 0.37555 -1.74506 -2.68322 -0.1361 -0.0808 0.0986
S 1.31449 -2.86641 -1.66413 0.2768 0.3649 -0.0594
H 0.11017 1.57539 -3.38687 -0.0289 0.0101 0.0414
H -1.51128 0.68751 -5.04329 -0.0002 -0.0345 0.0414
H -1.92865 -1.74889 -5.16332 0.0340 -0.0129 0.0046
H -0.66820 -3.30788 -3.71264 -0.0297 0.0378 -0.0166
Se 3.20870 -5.89691 -0.45223 0.3505 0.2315 0.1764
Sb 4.78765 -4.36718 0.28670 0.0819 -0.0470 -0.0236
Se 3.19660 -1.94641 1.44732 -0.3400 -0.0751 0.0865
Se 4.92799 -2.21705 -1.73896 0.2561 0.1828 -0.3844
Se 6.74741 -3.85084 1.42018 -0.3772 -0.2052 -0.2004
F 1.81529 0.07349 6.24026 0.0034 -0.0151 -0.0052
C 1.46034 0.14530 4.96639 -0.0006 -0.0280 0.0626
C 2.40257 0.56791 4.04125 0.1385 0.0584 -0.0460
C 2.03296 0.65498 2.71144 -0.1172 0.1015 0.2000
C 0.73165 0.30875 2.34613 -0.0110 0.0857 -0.1344
C -0.20877 -0.11450 3.28539 0.1734 -0.0493 0.0910
C 0.16663 -0.20145 4.61704 -0.1117 -0.0545 -0.0155
Sb 0.01004 0.65194 0.43795 -0.1150 -0.0266 0.0898
C -0.36796 2.67790 0.24199 -0.0415 -0.0668 -0.0311
C -1.01209 3.21095 -0.87920 0.0445 0.0277 0.1527
C -1.20611 4.57609 -0.95887 -0.0514 -0.0643 -0.1278
C -0.75249 5.37470 0.07995 -0.0190 0.0823 0.0016
F -0.92794 6.68362 -0.00778 -0.0131 -0.0149 0.0074
C -0.13336 4.86203 1.20620 0.0748 -0.0526 0.1195
C 0.06594 3.49452 1.28983 -0.0756 0.0826 -0.1650
C -1.48908 -0.68757 -0.01844 0.0024 0.1338 0.1006
C -1.28733 -2.01892 0.35181 -0.1959 -0.0114 -0.0607
C -2.26769 -2.95053 0.06016 0.0780 -0.0341 0.0794
C -3.41755 -2.52257 -0.58453 -0.0055 -0.0503 -0.0296
F -4.35060 -3.41834 -0.87243 -0.0066 -0.0009 0.0126
C -3.63795 -1.20152 -0.93953 -0.0263 0.1461 -0.0547
C -2.65905 -0.26684 -0.65362 0.0322 -0.1794 -0.0068
H 3.40041 0.82944 4.37065 -0.0478 -0.0144 0.0115
H 2.75753 0.99186 1.98071 -0.0150 0.0680 -0.0035
H -1.22199 -0.37650 3.00000 0.0450 0.0059 0.0053
H -0.52634 -0.53077 5.38031 0.0257 0.0291 -0.0100
H -1.37755 2.57726 -1.67626 0.0451 -0.0187 -0.0490
H -1.70301 5.02790 -1.80761 0.0197 0.0145 0.0451
H 0.18295 5.52908 1.99772 -0.0132 -0.0091 -0.0457
H 0.54493 3.08008 2.16782 0.0061 0.0041 -0.0036
H -0.38526 -2.33486 0.86242 0.0025 0.0104 0.0032
H -2.15974 -3.99238 0.33252 -0.0176 0.0246 -0.0267
H -4.56402 -0.92185 -1.42501 0.0247 -0.0322 0.0205
H -2.82128 0.77178 -0.91240 0.0024 -0.0065 -0.0049
```
Forces are in eV/Å.

charge: +2
relative energy (zero: lowest compared OMol25 entry of this formula, charge and spin): 0.0 kcal/mol
HOMO-LUMO gap: 5.8 eV

Which formula does entry 4 have? C24H16F3ReS2Sb2Se4